(1)
This record from OMol25 describes a cluster of 5 separate species, C4H14O3 in total in a non-equilibrium geometry. The level of theory is wB97M-V/def2-TZVPD.

Geometry (Å):
C (0.06003, -1.71668, 0.95804)
C (0.04989, -0.36417, 0.92857)
C (0.56009, 0.55715, 2.12790)
C (-0.62418, -2.35911, -0.28558)
H (0.54280, -2.30080, 1.74243)
H (-0.54297, 0.17444, 0.18099)
H (1.44714, 1.17780, 1.99854)
H (0.96337, -0.12087, 2.94980)
H (-0.16954, 1.18413, 2.66905)
H (0.03177, -3.20946, -0.58826)
H (-1.61502, -2.61796, 0.03094)
H (-0.72427, -1.59288, -0.96533)
H (-1.43275, 1.72899, -2.18547)
H (1.49870, 0.20203, -0.34067)
O (-1.06628, 1.17079, -1.49580)
H (-0.08601, 3.54510, -0.11150)
H (-0.44433, 2.03324, -0.60170)
O (-0.07107, 2.64870, 0.22940)
H (-0.16000, 0.22488, -2.23498)
H (1.28751, 0.00731, -2.31070)
O (0.49511, -0.37266, -2.69564)

Values from the calculation:
LUMO: -3.951 eV
2S+1: 1
Energy relative to the best compared isomer or geometry (same formula, charge and spin): 746.1 kJ/mol
Frontier orbital gap: 4.975 eV
Molar mass: 110.153 g mol⁻¹
HOMO level: -8.93 eV
Charge: 0

***

(2)
This record from OMol25 describes an isolated molecule of C24H27N3O3S. The level of theory is wB97M-V/def2-TZVPD.

Geometry (Å):
C (-0.85854, -6.35794, -0.01492)
O (-1.36037, -5.04783, -0.10130)
C (-0.50440, -4.00912, 0.13839)
C (0.84805, -4.14081, 0.43136)
C (1.60842, -3.00127, 0.64281)
C (1.05482, -1.74009, 0.57580)
C (-0.30332, -1.60370, 0.29523)
N (-0.92617, -0.36864, 0.13495)
C (-0.58431, 0.81763, 0.70395)
S (0.34452, 0.91194, 2.07272)
N (-1.12626, 1.93146, 0.13739)
C (-0.63851, 3.24475, 0.49524)
C (0.41424, 3.75588, -0.51050)
C (1.44150, 2.68557, -0.75832)
C (1.35944, 1.86270, -1.86374)
C (2.23319, 0.79461, -2.02156)
C (3.19918, 0.53105, -1.06876)
O (4.08123, -0.50789, -1.10853)
C (3.92507, -1.46999, -2.11863)
C (3.30357, 1.37806, 0.05844)
O (4.27163, 1.04902, 0.95400)
C (4.24590, 1.68156, 2.21130)
C (2.43184, 2.44293, 0.19013)
C (-1.98852, 1.84732, -1.02993)
C (-3.38170, 1.42231, -0.62975)
C (-4.36092, 2.34488, -0.28302)
C (-5.60341, 1.87918, 0.11586)
C (-5.82734, 0.51202, 0.15544)
C (-4.78846, -0.33012, -0.20650)
N (-3.60398, 0.11228, -0.58945)
C (-1.06964, -2.74014, 0.06693)
H (-1.70430, -7.01257, -0.22074)
H (-0.46902, -6.57505, 0.98503)
H (-0.07365, -6.53937, -0.75688)
H (1.31686, -5.10968, 0.49409)
H (2.66166, -3.10098, 0.85818)
H (1.66907, -0.87096, 0.73448)
H (-1.84833, -0.42228, -0.30331)
H (-1.48180, 3.93916, 0.55350)
H (-0.18523, 3.15827, 1.48417)
H (0.87799, 4.64990, -0.09142)
H (-0.06619, 4.03012, -1.45228)
H (0.60948, 2.04168, -2.62101)
H (2.13291, 0.16229, -2.88931)
H (2.93098, -1.92972, -2.08398)
H (4.68004, -2.22938, -1.92038)
H (4.09682, -1.04562, -3.11436)
H (4.99562, 1.17016, 2.81296)
H (4.50868, 2.74252, 2.13522)
H (3.26488, 1.57941, 2.68545)
H (2.48691, 3.08342, 1.05538)
H (-2.02726, 2.83456, -1.49062)
H (-1.58116, 1.13491, -1.75567)
H (-4.15436, 3.40319, -0.32543)
H (-6.38389, 2.57258, 0.39276)
H (-6.77981, 0.10988, 0.46144)
H (-4.90160, -1.40594, -0.19188)
H (-2.11944, -2.65475, -0.16901)

Values from the calculation:
LUMO: 0.572 eV
2S+1: 1
SMILES string: COc1cccc(NC(=S)N(CCc2ccc(OC)c(OC)c2)Cc2ccccn2)c1
Energy relative to the best compared isomer or geometry (same formula, charge and spin): 245.2 kJ/mol
Frontier orbital gap: 8.013 eV
Molar mass: 437.565 g mol⁻¹
HOMO level: -7.44 eV
Charge: 0

***

Question: Among the records above, which one has the lowest LUMO?
Answer: C4H14O3